Below is a 2-piece molecular cluster, C5H11ClN2OS2 overall, with properties calculated with ωB97M-V with the def2-TZVPD basis set.

Values from the calculation:
Net charge: 0
Gap between HOMO and LUMO: 8.6 eV
HOMO level: -8.510 eV
Structure (SMILES): N/N=C(/CO)CCl.CSC=S
Energy: -44582.131 eV

Last column: Mulliken charge in e.
Cartesian coordinates (Å):
N (0.53755, -1.34604, -0.05067)  -0.521
N (0.86301, -0.01884, -0.12248)  -0.022
C (1.99279, 0.35440, 0.34610)  0.582
C (2.33262, 1.82288, 0.31096)  -0.574
O (3.63640, 2.04692, -0.19277)  -0.529
C (3.01266, -0.56808, 0.94834)  -0.785
Cl (3.83250, -1.58318, -0.30460)  -0.193
H (1.30852, -1.98503, -0.23826)  0.216
H (-0.24134, -1.52549, -0.66917)  0.239
H (2.34401, 2.23691, 1.32574)  0.278
H (1.55586, 2.35076, -0.26031)  0.231
H (3.66026, 1.71566, -1.10104)  0.347
H (2.54734, -1.26615, 1.64850)  0.439
H (3.80325, -0.00439, 1.44213)  0.300
C (-5.39055, -1.02006, -0.13252)  -0.886
S (-4.16929, 0.05713, 0.65750)  0.026
C (-2.98505, 0.20063, -0.59397)  -0.276
S (-1.61819, 1.06175, -0.48088)  -0.129
H (-5.81214, -0.55328, -1.02256)  0.314
H (-6.19308, -1.17049, 0.59316)  0.310
H (-4.95895, -1.99228, -0.38366)  0.308
H (-3.23664, -0.35423, -1.50142)  0.325